This record from the OMol25 dataset describes a 2-piece molecular cluster, C10H16 overall. The level of theory is ωB97M-V/def2-TZVPD.

Geometry as XYZ:
```
26
C10H16 ωB97M-V/def2-TZVPD
C -3.379 0.926 -1.291
C -3.031 0.252 0.000
C -2.123 0.927 -2.200
H -3.618 1.961 -1.118
H -4.234 0.471 -1.776
H -2.907 1.046 0.848
H -3.797 -0.471 0.392
H -1.115 1.222 -1.718
H -2.150 1.687 -3.057
H -2.176 -0.452 0.167
H -1.916 -0.072 -2.545
C 2.681 -2.128 -0.378
C 1.744 1.291 0.730
C 2.427 0.342 -0.084
C 1.138 0.977 1.912
C 2.380 -0.953 0.445
C 1.425 -0.311 2.487
C 2.024 -1.254 1.767
H 1.519 2.227 0.297
H 2.648 0.623 -1.107
H 0.649 1.729 2.402
H 1.054 -0.608 3.505
H 2.029 -2.067 -1.202
H 2.718 -3.100 0.232
H 2.291 -2.292 2.083
H 3.719 -1.973 -0.790
```

The frontier orbital gap (spin up / spin down) comes out at 2.4597 / 7.3936 eV. As for the multiplicity: 2. Its charge is -1. Its lowest unoccupied orbital energy (spin up / spin down) is 3.573 / 3.421 eV. The calculation puts the energy above the lowest of the compared OMol25 structures with the same formula, charge and spin at 157.7 kJ/mol. The value obtained for the HOMO energy (spin up / spin down) is 1.114 / -3.972 eV. The value obtained for the energy is -10626.6762 eV.

Partial charges, Mulliken, in e:
1 C -0.221
2 C -1.110
3 C -1.009
4 H 0.271
5 H 0.253
6 H 0.219
7 H 0.374
8 H 0.121
9 H 0.349
10 H 0.313
11 H 0.350
12 C -1.331
13 C 0.072
14 C -1.957
15 C -1.327
16 C 1.947
17 C 0.353
18 C -1.459
19 H 0.847
20 H 0.160
21 H 0.552
22 H 0.340
23 H 0.275
24 H 0.319
25 H -0.072
26 H 0.370

=====

This record from the OMol25 dataset describes C11H15N4OS2V as an isolated structure. The level of theory is ωB97M-V/def2-TZVPD.

Geometry as XYZ:
```
34
C11H15N4OS2V ωB97M-V/def2-TZVPD
V 10.423 5.456 7.834
N 12.112 7.354 5.020
C 11.680 6.644 5.996
S 11.672 4.887 6.030
N 10.834 7.212 7.037
N 11.249 7.129 8.304
C 12.144 7.318 9.226
C 12.191 6.139 10.073
C 12.910 6.141 11.275
C 12.851 5.051 12.139
C 12.088 3.990 11.673
C 11.381 4.011 10.468
N 11.421 5.065 9.670
H 12.714 6.993 4.241
H 11.950 8.352 4.862
H 12.787 8.211 9.364
H 13.590 6.971 11.543
H 13.399 5.047 13.112
H 12.032 3.097 12.274
H 10.781 3.162 10.156
O 8.782 5.292 7.931
S 7.120 4.878 7.726
C 6.642 5.582 6.158
C 5.376 6.417 6.577
C 5.705 7.192 7.841
C 6.197 6.101 8.805
H 6.446 4.797 5.443
H 7.428 6.229 5.809
H 4.552 5.734 6.722
H 5.124 6.952 5.679
H 4.806 7.620 8.264
H 6.484 7.995 7.738
H 5.374 5.421 9.132
H 6.863 6.374 9.607
```

The frontier orbital gap comes out at 6.8390 eV. As for the multiplicity: 1. Its charge is +4. Its lowest unoccupied orbital energy is -16.593 eV. The value obtained for the HOMO energy is -23.432 eV. The value obtained for the energy is -66967.8336 eV.

Partial charges, Mulliken, in e:
1 V 0.821
2 N -0.176
3 C 0.863
4 S -0.044
5 N -0.644
6 N 0.469
7 C -0.169
8 C 0.746
9 C -0.690
10 C -0.313
11 C -0.616
12 C -0.014
13 N -0.061
14 H 0.324
15 H 0.323
16 H 0.488
17 H 0.415
18 H 0.489
19 H 0.439
20 H 0.530
21 O -0.411
22 S 0.369
23 C -0.488
24 C -0.777
25 C -0.411
26 C -0.649
27 H 0.464
28 H 0.345
29 H 0.417
30 H 0.383
31 H 0.373
32 H 0.264
33 H 0.470
34 H 0.471

=====

This record from the OMol25 dataset describes a single C19H22N2O6S molecule. The level of theory is ωB97M-V/def2-TZVPD.

Geometry as XYZ:
```
50
C19H22N2O6S ωB97M-V/def2-TZVPD
C 2.657 -0.089 3.909
C 2.667 0.785 2.660
O 1.426 1.445 2.451
C 0.345 0.759 2.030
C 0.338 -0.565 1.587
C -0.853 -1.164 1.215
C -2.033 -0.452 1.275
S -3.578 -1.267 0.930
O -4.648 -0.349 1.209
O -3.579 -2.560 1.546
N -3.501 -1.526 -0.721
C -4.173 -0.595 -1.596
C -3.414 -0.473 -2.923
C -1.916 -0.419 -2.649
O -1.167 -1.314 -2.957
N -1.539 0.731 -2.021
C -0.276 1.087 -1.544
C -0.115 2.361 -0.999
C 1.114 2.768 -0.513
C 2.193 1.905 -0.543
C 2.035 0.630 -1.079
C 3.188 -0.304 -1.052
O 4.116 -0.210 -0.282
O 3.083 -1.276 -1.960
C 4.136 -2.227 -1.989
C 0.809 0.220 -1.588
C -2.039 0.872 1.678
C -0.858 1.477 2.047
H 3.642 -0.523 4.055
H 2.402 0.510 4.780
H 1.928 -0.891 3.820
H 3.379 1.604 2.788
H 2.964 0.212 1.777
H 1.252 -1.135 1.539
H -0.879 -2.193 0.896
H -3.593 -2.498 -0.968
H -5.215 -0.883 -1.786
H -4.190 0.354 -1.055
H -3.744 0.413 -3.468
H -3.598 -1.354 -3.538
H -2.262 1.413 -1.839
H -0.960 3.034 -0.959
H 1.225 3.758 -0.099
H 3.156 2.201 -0.158
H 5.083 -1.737 -2.230
H 3.872 -2.948 -2.757
H 4.234 -2.716 -1.017
H 0.699 -0.765 -2.006
H -2.981 1.396 1.722
H -0.833 2.502 2.380
```

The frontier orbital gap comes out at 9.0991 eV. As for the multiplicity: 1. Its lowest unoccupied orbital energy is 0.488 eV. The calculation puts the energy above the lowest of the compared OMol25 structures with the same formula, charge and spin at 13.1 kJ/mol. The value obtained for the HOMO energy is -8.611 eV. Its structure (SMILES) is CCOc1ccc(S(=O)(=O)NCCC(=O)Nc2cccc(C(=O)OC)c2)cc1. The value obtained for the energy is -46161.0363 eV.

Partial charges, Mulliken, in e:
1 C -1.317
2 C 0.012
3 O -0.403
4 C 0.021
5 C 0.032
6 C -0.947
7 C -0.056
8 S 1.346
9 O -0.706
10 O -0.752
11 N -0.122
12 C -0.719
13 C -1.062
14 C 0.753
15 O -0.643
16 N 0.100
17 C 0.216
18 C -0.696
19 C -0.896
20 C -0.536
21 C 0.525
22 C 0.221
23 O -0.651
24 O -0.257
25 C -0.723
26 C -0.382
27 C -0.239
28 C -0.615
29 H 0.425
30 H 0.337
31 H 0.305
32 H 0.418
33 H -0.033
34 H 0.551
35 H 0.419
36 H 0.263
37 H 0.375
38 H 0.391
39 H 0.366
40 H 0.382
41 H 0.235
42 H 0.414
43 H 0.396
44 H 0.531
45 H 0.293
46 H 0.235
47 H 0.316
48 H 0.825
49 H 0.558
50 H 0.494

=====

This record from the OMol25 dataset describes C47H47BrCeN11OS as an isolated structure. The level of theory is ωB97M-V/def2-TZVPD.

Geometry as XYZ:
```
109
C47H47BrCeN11OS ωB97M-V/def2-TZVPD
Ce 0.295 -0.556 -0.740
C 2.032 3.463 1.673
C 1.011 2.476 1.178
N 1.000 2.041 -0.223
N 1.960 2.636 -0.995
C 2.342 2.186 -2.234
N 3.177 3.004 -2.863
S 1.856 0.749 -2.926
C 0.611 1.397 2.124
C 0.071 1.726 3.348
C -0.152 0.704 4.263
C 0.220 -0.588 3.926
C 0.726 -0.826 2.662
N 0.881 0.139 1.746
H 3.040 3.212 1.333
H 2.063 3.429 2.758
H 1.783 4.479 1.363
H 2.466 3.405 -0.579
H 3.568 3.834 -2.444
H 3.600 2.682 -3.721
H -0.155 2.757 3.592
H -0.576 0.923 5.235
H 0.121 -1.402 4.631
H 1.038 -1.816 2.367
C -1.162 -4.837 -0.073
C -0.195 -3.675 0.303
N -0.823 -2.423 0.562
C -2.070 -2.246 0.249
C -2.954 -3.381 -0.021
N -2.535 -4.581 -0.059
C -2.637 -0.874 0.266
C -3.991 -0.687 0.144
C -4.508 0.607 -0.031
C -3.608 1.649 0.007
C -2.244 1.430 0.264
N -1.752 0.166 0.325
C -1.492 2.643 0.508
C -2.119 3.688 1.212
N -1.729 4.944 1.279
C -0.780 5.261 0.357
C -0.018 4.346 -0.274
N -0.093 2.990 0.242
C -5.943 0.829 -0.294
C -6.687 -0.096 -1.022
C -8.028 0.167 -1.256
N -8.646 1.258 -0.809
C -7.933 2.136 -0.105
C -6.584 1.970 0.173
H -0.889 -5.839 0.223
H 0.663 -3.889 0.923
H -4.027 -3.247 -0.054
H -4.680 -1.514 0.192
H -3.940 2.655 -0.204
H -3.025 3.436 1.759
H -0.680 6.309 0.092
H 0.667 4.546 -1.080
H -6.232 -0.989 -1.436
H -8.633 -0.528 -1.827
H -8.464 3.009 0.255
H -6.064 2.706 0.775
C 3.118 -6.184 -3.389
C 1.734 -6.832 -3.211
C 1.297 -7.444 -4.547
C 1.822 -7.949 -2.161
C 0.764 -5.742 -2.743
C 0.778 -5.270 -1.490
C -0.187 -4.219 -1.091
Br 2.564 -1.966 -0.573
C -0.672 -3.368 -2.216
O -0.696 -2.098 -2.074
C -0.974 -4.036 -3.424
C -0.236 -5.174 -3.635
C -1.961 -3.525 -4.487
C -1.245 -3.324 -5.831
C -2.635 -2.209 -4.087
C -3.056 -4.598 -4.629
H 3.847 -6.940 -3.685
H 3.462 -5.725 -2.458
H 3.098 -5.413 -4.165
H 1.995 -8.236 -4.817
H 1.313 -6.714 -5.361
H 0.302 -7.893 -4.487
H 2.434 -8.765 -2.546
H 0.835 -8.353 -1.924
H 2.293 -7.610 -1.234
H 1.389 -5.709 -0.708
H -0.369 -5.671 -4.589
H -0.416 -2.618 -5.734
H -1.946 -2.929 -6.568
H -0.850 -4.260 -6.229
H -1.925 -1.381 -4.041
H -3.146 -2.285 -3.121
H -3.389 -1.974 -4.840
H -2.646 -5.561 -4.938
H -3.779 -4.289 -5.387
H -3.589 -4.746 -3.686
N -1.078 0.907 -2.293
C -1.710 1.567 -2.992
C -2.517 2.354 -3.867
C -2.479 3.750 -3.754
C -3.258 4.512 -4.603
C -4.064 3.889 -5.551
C -4.101 2.502 -5.655
C -3.330 1.724 -4.814
H -1.854 4.216 -3.002
H -3.241 5.592 -4.529
H -4.670 4.490 -6.216
H -4.734 2.030 -6.395
H -3.347 0.644 -4.884
```

The frontier orbital gap (spin up / spin down) comes out at 5.1129 / 5.1118 eV. As for the multiplicity: 1. Its charge is +3. Its lowest unoccupied orbital energy (spin up / spin down) is -10.111 / -10.112 eV. The value obtained for the HOMO energy (spin up / spin down) is -15.224 / -15.224 eV. The value obtained for the energy is -161721.1892 eV.

Atomic partial charges in e from the Mulliken method, atoms 1 to 99:
1 Ce 0.570
2 C -1.835
3 C 0.676
4 N 1.337
5 N -0.929
6 C 0.573
7 N -0.377
8 S -0.360
9 C -0.245
10 C -0.568
11 C -0.871
12 C -0.969
13 C 0.045
14 N -0.002
15 H 0.448
16 H 0.480
17 H 0.345
18 H 0.380
19 H 0.194
20 H 0.277
21 H 0.615
22 H 0.526
23 H 0.517
24 H 0.524
25 C -0.926
26 C -0.912
27 N 0.145
28 C 0.674
29 C -0.891
30 N -0.472
31 C 1.066
32 C -1.315
33 C 0.335
34 C -1.024
35 C -0.548
36 N 0.654
37 C 0.194
38 C -0.756
39 N -0.739
40 C -0.619
41 C -0.766
42 N 1.358
43 C 0.426
44 C -0.628
45 C -0.474
46 N -0.533
47 C -0.468
48 C -0.583
49 H 0.585
50 H 0.587
51 H 0.479
52 H 1.180
53 H 1.061
54 H 0.627
55 H 0.494
56 H 0.612
57 H 0.429
58 H 0.397
59 H 0.404
60 H 0.504
61 C -1.589
62 C 1.849
63 C -2.020
64 C -1.623
65 C -0.668
66 C -1.232
67 C 1.575
68 Br -0.409
69 C -0.080
70 O -0.337
71 C -0.009
72 C -0.072
73 C 2.164
74 C -1.824
75 C -2.014
76 C -1.803
77 H 0.473
78 H 0.354
79 H 0.348
80 H 0.457
81 H 0.402
82 H 0.437
83 H 0.452
84 H 0.374
85 H 0.393
86 H 0.557
87 H 0.675
88 H 0.326
89 H 0.469
90 H 0.414
91 H 0.183
92 H 0.259
93 H 0.733
94 H 0.370
95 H 0.492
96 H 0.377
97 N 0.379
98 C 0.238
99 C 0.299

=====

This record from the OMol25 dataset describes a 13-piece molecular cluster, C48H96Br4O22S11 overall. The level of theory is ωB97M-V/def2-TZVPD.

Geometry as XYZ:
```
181
C48H96Br4O22S11 ωB97M-V/def2-TZVPD
C -5.276 -1.815 -4.079
C -4.102 -0.815 -3.907
C -3.927 -0.549 -2.351
S -4.545 -2.039 -1.501
O -5.696 -1.696 -0.649
O -3.355 -2.634 -0.845
C -5.041 -2.955 -3.084
H -5.259 -2.061 -5.141
H -6.246 -1.424 -3.772
H -4.008 0.114 -4.469
H -3.290 -1.501 -4.149
H -4.405 0.303 -1.869
H -2.845 -0.532 -2.224
H -5.853 -3.613 -2.775
H -4.123 -3.488 -3.333
C 1.196 -0.498 1.598
C -0.195 -0.801 2.127
C -1.119 -0.766 0.909
S -0.635 0.725 -0.076
O -1.423 1.882 0.288
O -0.639 0.341 -1.463
C 1.104 0.671 0.650
H 1.751 -1.400 1.339
H 1.793 -0.301 2.489
H -0.495 -0.057 2.865
H -0.244 -1.794 2.573
H -2.198 -0.736 1.062
H -0.845 -1.649 0.332
H 1.367 1.700 0.895
H 1.833 0.453 -0.131
C -1.841 2.534 -4.039
C -2.466 3.118 -5.288
C -4.002 3.354 -4.987
S -4.117 3.775 -3.188
O -5.258 3.044 -2.611
O -3.863 5.213 -3.152
C -2.561 2.989 -2.784
H -0.807 2.685 -3.729
H -1.943 1.449 -4.072
H -2.296 2.473 -6.150
H -2.017 4.107 -5.372
H -4.481 2.394 -4.797
H -4.563 3.999 -5.664
H -2.729 2.083 -2.202
H -2.059 3.554 -1.998
C 4.478 4.461 -2.576
C 5.632 4.934 -1.823
C 5.572 4.130 -0.541
S 4.993 2.369 -0.940
O 4.149 1.875 0.121
O 6.232 1.605 -1.226
C 4.131 2.912 -2.430
H 4.488 4.845 -3.596
H 3.587 4.947 -2.179
H 5.650 6.017 -1.699
H 6.508 4.800 -2.458
H 4.716 4.670 -0.136
H 6.357 4.139 0.216
H 3.068 2.828 -2.202
H 4.374 2.352 -3.333
C -0.428 -7.155 -1.547
C -1.359 -6.230 -2.449
C -1.896 -5.034 -1.627
S -0.604 -4.726 -0.369
O -1.080 -4.839 1.010
O 0.193 -3.623 -0.805
C 0.478 -6.225 -0.748
H 0.244 -7.756 -2.158
H -0.937 -7.708 -0.757
H -2.264 -6.719 -2.809
H -0.792 -5.882 -3.312
H -2.898 -5.251 -1.255
H -2.030 -4.118 -2.202
H 0.899 -6.471 0.227
H 1.172 -5.887 -1.517
C 1.095 -0.292 -6.637
C 0.128 0.183 -5.506
C 0.279 -0.924 -4.443
S 0.250 -2.544 -5.282
O -1.190 -2.777 -5.493
O 1.009 -3.496 -4.535
C 1.000 -1.883 -6.838
H 2.104 0.006 -6.349
H 0.905 0.317 -7.521
H -0.848 0.125 -5.986
H 0.280 1.236 -5.270
H -0.511 -0.886 -3.693
H 1.289 -0.765 -4.065
H 0.505 -2.233 -7.743
H 1.970 -2.378 -6.783
C 5.145 -3.154 2.993
C 5.506 -1.904 3.768
C 4.383 -1.454 4.753
S 3.385 -2.933 5.008
O 1.995 -2.589 5.191
O 4.217 -3.633 5.949
C 3.693 -3.603 3.322
H 5.741 -3.961 3.421
H 5.570 -3.197 1.990
H 5.677 -1.109 3.042
H 6.374 -1.996 4.420
H 3.742 -0.829 4.131
H 4.466 -0.999 5.740
H 3.020 -3.138 2.602
H 3.689 -4.692 3.290
C 4.344 -3.342 -1.925
C 3.451 -2.297 -1.272
C 4.049 -0.961 -1.629
S 4.654 -1.212 -3.403
O 6.083 -0.906 -3.728
O 3.632 -0.726 -4.292
C 4.404 -3.047 -3.320
H 4.041 -4.375 -1.753
H 5.327 -3.330 -1.453
H 3.391 -2.676 -0.252
H 2.405 -2.446 -1.542
H 4.905 -0.780 -0.979
H 3.478 -0.038 -1.527
H 5.149 -3.540 -3.945
H 3.512 -3.218 -3.923
C -5.487 2.579 1.215
C -6.272 1.579 2.138
C -5.720 1.705 3.599
S -4.460 2.988 3.693
O -3.397 2.530 4.579
O -5.129 4.280 3.870
C -4.120 2.845 1.897
H -6.053 3.486 1.005
H -5.497 2.293 0.163
H -6.064 0.548 1.850
H -7.357 1.653 2.068
H -5.174 0.819 3.923
H -6.481 1.812 4.373
H -3.583 1.927 1.655
H -3.532 3.692 1.544
C 0.042 6.966 -1.121
C -0.974 6.320 -0.249
C -0.206 5.188 0.623
S 1.038 4.533 -0.558
O 0.704 3.256 -1.233
O 2.411 4.730 -0.037
C 0.889 5.911 -1.848
H 0.704 7.607 -0.539
H -0.576 7.493 -1.848
H -1.587 5.701 -0.903
H -1.669 6.981 0.269
H -0.975 4.443 0.828
H 0.280 5.707 1.449
H 0.188 5.420 -2.524
H 1.751 6.227 -2.435
C -1.145 -2.114 6.962
C -1.538 -0.772 6.365
C -0.678 0.305 7.014
S -0.673 -0.284 8.823
O -1.905 -0.057 9.645
O 0.621 0.052 9.343
C -0.788 -2.053 8.466
H -0.292 -2.543 6.437
H -1.898 -2.900 6.904
H -2.588 -0.495 6.451
H -1.412 -0.923 5.293
H -1.093 1.313 7.041
H 0.350 0.265 6.653
H -1.549 -2.434 9.147
H 0.203 -2.505 8.503
Br -3.621 -2.419 4.483
C -3.908 -3.318 2.703
C -3.651 -4.787 3.014
Br -5.441 -5.390 3.533
H -3.173 -3.067 1.937
H -4.831 -2.933 2.269
H -3.006 -4.933 3.881
H -3.296 -5.225 2.081
Br 6.168 4.182 3.081
C 4.243 3.792 3.545
C 3.978 2.561 4.296
Br 2.154 2.145 4.012
H 3.650 3.866 2.633
H 4.046 4.525 4.327
H 4.326 2.452 5.323
H 4.445 1.776 3.701
```

The frontier orbital gap (spin up / spin down) comes out at 9.2220 / 2.6760 eV. As for the multiplicity: 2. Its charge is +1. Its lowest unoccupied orbital energy (spin up / spin down) is -2.311 / -8.856 eV. The value obtained for the HOMO energy (spin up / spin down) is -11.532 / -11.532 eV. The value obtained for the energy is -495716.2547 eV.

Atomic partial charges in e from the Mulliken method, atoms 1 to 99:
1 C -0.993
2 C -0.335
3 C 0.997
4 S 0.760
5 O -0.730
6 O -0.142
7 C -0.713
8 H 0.467
9 H 0.358
10 H 0.156
11 H 0.129
12 H 0.092
13 H -0.826
14 H 0.558
15 H 0.238
16 C 1.292
17 C -0.894
18 C -0.358
19 S 0.683
20 O -0.104
21 O -0.217
22 C 0.605
23 H -0.752
24 H -0.506
25 H -0.090
26 H 0.811
27 H 0.746
28 H -0.706
29 H 0.326
30 H -0.857
31 C 0.604
32 C -0.996
33 C -0.752
34 S 1.117
35 O -0.639
36 O -0.698
37 C 1.728
38 H 0.329
39 H -0.544
40 H 0.377
41 H 0.410
42 H 0.239
43 H 0.494
44 H -0.680
45 H -0.980
46 C -0.179
47 C -0.876
48 C -0.547
49 S 0.827
50 O -0.057
51 O -0.650
52 C -0.032
53 H 0.533
54 H -0.429
55 H 0.430
56 H 0.321
57 H 0.037
58 H 0.499
59 H -0.389
60 H 0.751
61 C -0.776
62 C -0.749
63 C 0.003
64 S 1.243
65 O -0.732
66 O -0.440
67 C -0.637
68 H 0.445
69 H 0.291
70 H 0.427
71 H 0.224
72 H 0.523
73 H -0.371
74 H 0.524
75 H 0.100
76 C -0.751
77 C -0.678
78 C 1.174
79 S 1.151
80 O -0.721
81 O -0.607
82 C -0.931
83 H 0.182
84 H 0.564
85 H 0.271
86 H 0.376
87 H -0.376
88 H -0.505
89 H 0.435
90 H 0.397
91 C -0.691
92 C -0.782
93 C -0.054
94 S 0.942
95 O -0.481
96 O -0.677
97 C -0.267
98 H 0.299
99 H 0.477